Entry 1:
C14H8CrN5O17 as an isolated structure at a distorted geometry, computed with wB97M-V/def2-TZVPD.

Atoms and positions in Å:
Cr: 0.90 0.98 2.29
N: -1.16 0.38 3.87
O: -1.18 -0.04 2.68
O: -2.11 0.41 4.60
O: -0.01 0.83 4.21
N: 2.14 3.74 3.42
O: 1.66 2.56 3.28
O: 1.68 4.67 2.78
O: 3.08 3.87 4.21
N: -1.26 3.20 0.89
O: -0.91 4.32 0.60
O: -2.43 2.80 0.75
O: -0.41 2.38 1.39
N: 2.69 2.26 -0.18
O: 2.17 1.43 0.64
O: 3.45 1.78 -1.04
O: 2.45 3.44 -0.09
N: 2.41 -1.03 2.90
O: 2.51 0.15 3.38
O: 3.09 -1.95 3.25
O: 1.47 -1.11 2.05
C: 2.42 -2.64 -3.30
C: 2.85 -1.95 -2.16
C: 1.90 -1.31 -1.36
C: 0.56 -1.36 -1.67
C: 0.15 -2.08 -2.79
C: 1.08 -2.71 -3.61
C: -1.30 -2.30 -3.05
O: -1.69 -3.10 -3.86
C: -2.25 -1.56 -2.17
C: -3.61 -1.72 -2.40
C: -4.54 -1.03 -1.64
C: -4.11 -0.19 -0.61
C: -2.76 -0.12 -0.30
C: -1.83 -0.81 -1.07
C: -0.40 -0.66 -0.75
O: 0.01 0.01 0.16
H: 3.20 -3.22 -3.79
H: 3.90 -1.77 -2.00
H: 2.28 -0.84 -0.46
H: 0.72 -3.20 -4.51
H: -3.96 -2.37 -3.19
H: -5.59 -1.01 -1.90
H: -4.82 0.32 0.03
H: -2.44 0.54 0.49

Computed properties:
multiplicity	4
total energy	-85314.254	eV
energy relative to the best compared isomer or geometry (same formula, charge and spin)	0.0	kcal/mol
HOMO-LUMO gap (spin up / spin down)	6.77 / 6.77	eV
total charge	-2
<S²>	3.78
HOMO level (spin up / spin down)	-0.13025 / -0.13013	Eh



Entry 2:
C44H54N8OSTi as an isolated structure at a distorted geometry, computed with wB97M-V/def2-TZVPD.

Atoms and positions in Å:
Ti: 1.13 -0.51 -0.42
C: 4.07 0.35 -2.32
C: 4.99 1.08 -1.36
C: 5.59 0.11 -0.35
C: 4.39 2.33 -0.73
C: 5.27 3.40 -0.58
C: 4.88 4.64 -0.09
C: 3.54 4.84 0.16
C: 2.60 3.82 -0.01
C: 1.12 4.21 0.00
C: 0.84 5.22 -1.12
C: 0.63 4.74 1.34
C: 3.04 2.51 -0.32
N: 2.12 1.46 -0.20
C: 1.24 1.55 0.83
C: -0.03 1.05 0.69
N: -0.35 0.67 -0.62
C: -1.43 0.92 -1.47
C: -2.65 1.48 -1.07
C: -3.67 1.59 -2.01
C: -3.50 1.19 -3.33
C: -2.27 0.68 -3.72
C: -1.23 0.54 -2.81
C: 0.12 0.07 -3.32
C: 0.08 -1.19 -4.17
C: 0.83 1.21 -4.05
C: -2.90 1.88 0.37
C: -3.28 0.66 1.20
C: -3.93 3.00 0.52
H: 4.60 -0.42 -2.89
H: 3.61 1.04 -3.03
H: 3.27 -0.13 -1.77
H: 5.82 1.46 -1.96
H: 4.81 -0.40 0.23
H: 6.27 0.62 0.34
H: 6.18 -0.66 -0.86
H: 6.31 3.24 -0.87
H: 5.60 5.44 0.04
H: 3.19 5.83 0.44
H: 0.53 3.33 -0.25
H: 1.35 6.17 -0.93
H: -0.23 5.42 -1.19
H: 1.19 4.85 -2.08
H: 1.16 5.65 1.62
H: 0.78 4.01 2.14
H: -0.43 4.97 1.29
H: 1.57 1.98 1.78
H: -0.70 0.92 1.53
H: -4.62 2.00 -1.70
H: -4.31 1.28 -4.04
H: -2.11 0.40 -4.76
H: 0.77 -0.14 -2.46
H: -0.52 -1.03 -5.07
H: -0.34 -2.04 -3.64
H: 1.09 -1.46 -4.49
H: 0.20 1.57 -4.86
H: 1.78 0.88 -4.48
H: 1.03 2.04 -3.37
H: -1.96 2.28 0.77
H: -4.27 0.29 0.90
H: -3.33 0.90 2.27
H: -2.58 -0.17 1.07
H: -4.95 2.64 0.33
H: -3.74 3.83 -0.15
H: -3.92 3.37 1.55
S: 2.69 -1.40 1.51
C: 2.91 -0.26 2.74
N: 2.27 -0.42 3.91
C: 2.36 0.39 4.98
C: 3.16 1.49 4.93
C: 3.85 1.74 3.73
C: 3.74 0.90 2.66
H: 1.66 -1.23 3.95
H: 1.77 0.12 5.85
H: 3.24 2.15 5.78
H: 4.48 2.62 3.64
H: 4.24 1.10 1.72
N: -5.02 -4.11 0.47
C: -5.98 -4.84 1.15
C: -7.30 -5.15 0.86
C: -7.99 -5.93 1.79
C: -7.36 -6.37 2.96
C: -6.04 -6.04 3.23
C: -5.34 -5.27 2.31
N: -4.03 -4.81 2.35
C: -3.87 -4.12 1.23
C: -2.68 -3.44 0.83
C: -2.49 -2.83 -0.45
C: -1.33 -2.18 -0.73
N: -0.26 -2.03 0.14
C: -0.45 -2.68 1.35
C: -1.56 -3.36 1.71
H: -5.15 -3.61 -0.39
H: -7.79 -4.81 -0.05
H: -9.02 -6.19 1.61
H: -7.92 -6.97 3.67
H: -5.55 -6.38 4.14
H: -3.25 -2.86 -1.22
H: -1.23 -1.72 -1.71
H: 0.38 -2.61 2.04
H: -1.62 -3.83 2.68
N: 1.80 -4.22 -0.80
C: 2.57 -3.19 -1.18
N: 3.91 -3.33 -1.24
O: 2.03 -2.12 -1.51
H: 2.19 -5.05 -0.38
H: 0.83 -4.00 -0.61
H: 4.36 -4.11 -0.79
H: 4.43 -2.48 -1.33

Computed properties:
multiplicity	3
total energy	-94426.018	eV
energy relative to the best compared isomer or geometry (same formula, charge and spin)	22.2	kcal/mol
HOMO-LUMO gap (spin up / spin down)	3.81 / 6.10	eV
total charge	0
<S²>	2.02
HOMO level (spin up / spin down)	-0.16643 / -0.25025	Eh



Entry 3:
C4H7N3 as an isolated structure at a distorted geometry, computed with wB97M-V/def2-TZVPD.

Atoms and positions in Å:
C: 0.68 1.68 0.24
N: -0.23 0.58 0.53
C: -0.49 -0.33 -0.43
N: -0.65 -0.12 -1.76
C: 0.15 -0.96 1.58
C: -0.32 -1.60 0.17
N: 0.94 -1.78 1.04
H: -0.57 -0.92 -2.37
H: -0.96 0.79 -2.06
H: -0.32 -0.82 2.56
H: -0.92 -2.48 0.00
H: 0.78 2.31 1.12
H: 1.67 1.33 -0.06
H: 0.26 2.31 -0.56

Computed properties:
multiplicity	1
total energy	-8727.688	eV
energy relative to the best compared isomer or geometry (same formula, charge and spin)	92.0	kcal/mol
HOMO-LUMO gap	8.68	eV
total charge	0
HOMO level	-0.28771	Eh



Entry 4:
An isolated ion of composition C3H8NO and charge -1 at a distorted geometry, computed with wB97M-V/def2-TZVPD.

Atoms and positions in Å:
C: -0.37 0.35 -1.71
N: 0.34 0.75 -0.51
C: 0.78 -0.28 0.45
C: -0.26 -0.47 1.63
O: -1.01 0.61 1.85
H: 0.21 -0.43 -2.22
H: -0.31 1.18 -2.41
H: -1.39 0.01 -1.52
H: -0.17 1.48 -0.02
H: 1.68 0.19 0.88
H: 0.99 -1.13 -0.20
H: 0.35 -0.87 2.48
H: -0.85 -1.38 1.29

Computed properties:
multiplicity	1
total energy	-6777.239	eV
energy relative to the best compared isomer or geometry (same formula, charge and spin)	17.4	kcal/mol
SMILES	CNCC[O-]
HOMO-LUMO gap	6.69	eV
total charge	-1
HOMO level	-0.08246	Eh



> total charge of number 4 (C3H8NO)?

-1



> What is the total energy in the fourth record?

-6777.239 eV